[1]
49
Properties=species:S:1:pos:R:3:forces:R:3 method="wB97M-V/def2-TZVPD" total_charge=-1 e_lumo_ev=2.7 spin_multiplicity=1 e_tot_ha=-1348.54069 max_force_ev_per_a=3.20 orbital_gap_ev=6.8166
C 5.02936 -1.30439 -1.94661 -0.018 0.251 0.081
S 0.79035 -0.56054 2.08220 0.151 -0.050 0.019
H 2.91513 -1.42435 -1.63384 -0.016 0.035 0.056
H -2.41346 -1.16131 -2.67006 0.337 -0.490 0.000
H -1.43472 0.30482 -2.85277 0.388 -0.036 -0.082
H 2.30951 1.90990 1.25477 0.147 -0.256 0.345
H -3.14464 0.32246 -3.15073 -0.174 0.086 -0.286
H -1.05045 -4.37839 0.54162 -0.027 -0.319 0.008
H -1.26261 2.57976 -0.22442 -0.084 0.311 -0.190
H 4.76180 2.37268 -0.90449 -0.005 -0.001 0.007
O 0.74802 2.40670 0.02017 -0.118 0.228 0.236
H -2.60893 -2.55832 0.85214 -0.275 -0.102 0.269
H -3.67994 -1.78388 2.85296 0.005 -0.079 0.042
C -0.61313 -3.38131 0.60550 -0.786 -0.341 -0.018
H -3.57452 -0.31726 -0.78182 -0.334 -0.121 0.261
H 7.12499 -0.97100 -2.19579 -0.023 -0.019 -0.010
H 6.95801 1.42134 -1.53244 0.020 -0.014 0.007
C -2.37490 -0.09760 -2.50548 -0.596 0.466 0.094
H -2.37817 1.26177 2.54373 0.232 0.315 -0.127
C -0.58709 2.10183 0.48460 -0.841 -0.353 -0.640
C 6.07175 0.80016 -1.54950 -0.107 0.013 0.021
H 2.73990 0.94735 -0.94944 -0.073 -0.042 0.026
C -1.70014 -2.34920 0.29921 -0.224 0.568 0.033
H -1.97468 -2.49536 -0.74406 -0.174 0.128 -0.349
O 0.29749 -0.41276 -1.05856 -1.174 0.934 1.239
C 3.70225 0.53634 -1.22463 0.086 0.115 0.002
H -0.81111 2.55319 1.44864 0.291 0.174 0.289
C -4.79206 0.88072 1.42385 0.095 0.311 -0.421
H -2.05541 -0.35815 3.05593 0.240 -0.375 0.223
H -3.00560 1.31157 -1.03860 -0.041 0.328 0.164
H -0.20240 -3.28859 1.59978 0.332 0.146 0.203
N -4.39561 -1.19852 2.42450 -0.459 -0.742 0.103
C -2.70395 0.26983 -1.05483 0.441 -0.251 0.165
H 2.29056 3.56386 0.67328 0.145 0.216 -0.202
H 0.16286 -3.35848 -0.14144 0.569 0.218 -0.087
H -5.60107 0.33614 0.96993 -0.503 -0.110 -0.070
F 5.12706 -2.60099 -2.31591 0.020 -0.033 -0.016
Nb -1.07239 -0.17294 0.44566 2.510 -1.333 -1.474
C 3.79464 -0.79315 -1.60344 -0.212 -0.255 -0.058
H -4.32518 1.48381 0.65671 0.254 0.145 -0.071
C 6.17350 -0.53205 -1.92453 0.183 -0.082 -0.055
H 0.17158 -1.11441 3.13364 -0.123 0.133 0.010
H 1.17574 3.09847 1.93507 -0.205 -0.063 0.273
C -3.87002 -0.10723 2.04427 0.570 -0.187 0.268
H 0.39796 0.39888 -1.58397 0.165 -0.270 0.162
C -2.43800 0.22159 2.22816 -0.481 0.615 -0.336
C 4.83924 1.33408 -1.19906 0.015 0.040 0.003
C 1.66315 2.75100 1.03105 0.081 -0.072 -0.438
H -5.17466 1.55190 2.17902 -0.201 0.219 0.325



[2]
37
Properties=species:S:1:pos:R:3:forces:R:3 method="wB97M-V/def2-TZVPD" total_charge=+2 e_lumo_ev="-10.5 / -9.8" spin_multiplicity=4 e_tot_ha=-3189.39173 max_force_ev_per_a=1.21 orbital_gap_ev="5.2121 / 5.9258"
H -3.23657 -2.07279 2.74426 -0.052 -0.059 0.020
O -1.35825 3.83100 1.28059 0.030 -0.087 0.182
H 0.21091 -1.89622 -3.77770 0.034 -0.003 0.021
F 1.89624 0.60592 1.70229 0.056 0.136 -0.112
P -1.59660 2.44171 0.94824 0.621 -0.155 -0.572
H 5.12632 -1.25396 -4.15746 0.002 -0.008 -0.025
H -0.56714 0.79933 3.66061 0.109 -0.201 -0.075
C 1.28079 -1.76348 -3.87101 -0.028 -0.020 -0.098
F 0.52019 -1.48429 1.81262 0.124 -0.139 0.099
H 3.83388 -2.22525 -6.02103 -0.006 0.009 0.008
O -1.62452 -0.64899 0.58631 -0.483 0.055 0.478
C 3.41706 -1.02472 -2.90106 0.109 0.029 -0.024
C 4.05854 -1.39054 -4.06482 -0.079 -0.015 0.005
C 1.37037 -0.86469 -1.62521 0.186 -0.120 -0.426
B 2.56834 0.24669 2.85701 0.242 0.031 0.060
O -2.80450 2.14972 -0.04876 0.070 -0.082 -0.037
F 3.77767 -0.18742 2.72608 -0.283 0.052 0.056
H -2.36658 2.85722 3.73964 0.005 0.000 0.004
C 3.32155 -1.93653 -5.11217 0.071 -0.049 -0.144
C -2.87374 1.95086 3.40760 0.251 -0.116 0.138
F 1.91928 0.42689 3.97530 0.026 -0.095 -0.194
O -2.84569 -1.18953 2.83271 0.014 0.058 -0.039
Mn 0.06549 -0.05418 0.94707 -0.515 0.314 1.047
P -2.74573 -0.24174 1.61562 0.509 -0.479 -0.241
H 1.39338 -2.54443 -5.85317 0.027 -0.005 -0.012
H -3.06890 2.92273 -0.57126 -0.053 0.063 -0.035
C 1.94396 -2.12201 -5.02481 0.037 0.032 0.058
N 0.83118 -0.57887 -0.64879 0.015 -0.051 -0.194
O -0.34473 1.60089 0.39744 -0.326 0.502 -0.056
O -4.14058 -0.23322 0.96264 0.027 0.015 -0.222
H -3.03285 1.27562 4.24888 -0.023 0.000 0.008
O -0.77270 0.70773 2.71482 -0.267 0.229 -0.246
C 2.03179 -1.21804 -2.82140 -0.214 0.089 0.417
H -4.23696 0.17626 0.08674 -0.033 0.083 -0.002
H 3.96588 -0.59411 -2.07334 -0.031 -0.032 -0.014
H -3.84879 2.24583 3.01488 0.025 -0.015 -0.043
C -2.06801 1.28661 2.31063 -0.197 0.034 0.212



[3]
40
Properties=species:S:1:pos:R:3:forces:R:3 method="wB97M-V/def2-TZVPD" total_charge=+1 e_lumo_ev="-7.5 / -7.4" spin_multiplicity=1 e_tot_ha=-6475.61301 max_force_ev_per_a=6.65 orbital_gap_ev="2.5523 / 2.6621"
O 1.13484 -5.45118 -3.61135 -4.397 -0.745 3.204
H -3.73519 0.95013 2.96796 0.720 -0.498 -0.063
C 6.90672 1.12238 -1.28874 -2.406 -0.609 1.484
H 5.73782 2.94862 1.34888 0.027 0.422 0.708
C -5.54214 1.94200 -1.70247 0.772 -0.027 0.684
H 5.92590 -0.67173 -2.05867 -0.348 0.050 -0.279
C 4.91929 0.13421 -0.33873 -1.386 0.156 1.085
C -3.20052 -0.08684 1.16217 0.961 -1.709 -0.017
F 2.34319 -1.30165 1.45182 -1.469 -0.593 1.241
N -2.52276 -1.17948 0.63780 -0.138 1.900 0.073
C 4.77786 1.07682 0.70050 2.805 0.209 -2.782
C -3.97599 0.75122 0.18354 -0.186 -0.828 0.846
Br -1.97506 -0.18702 5.10050 -0.071 0.150 -0.150
C 5.80488 2.12475 0.68158 -3.742 -1.590 2.419
C -5.11856 1.41148 0.60410 0.509 -0.366 -0.469
F -1.46738 -1.86735 -3.20331 -0.232 -0.908 -0.522
C -2.20827 -0.58353 3.27232 -0.547 -0.698 1.562
H 7.63608 2.71716 -0.27136 0.225 1.079 0.867
H 0.18760 -4.33754 -2.27671 -0.931 -0.886 0.171
O 3.71568 0.72587 1.47425 -0.518 0.086 1.237
H -1.22973 -2.71876 0.93647 0.040 -0.149 0.108
O 3.87535 -0.81143 -0.15914 1.609 -0.372 -1.451
C -4.33114 1.34751 -2.03809 -0.580 -0.123 1.815
C -1.74274 -1.90728 1.43787 -0.248 -0.678 -0.488
H -5.35842 1.41321 1.63000 -0.434 0.074 0.924
O 0.14003 0.29633 -1.52988 -1.850 -1.010 0.242
H -6.10041 2.47601 -2.44121 -0.376 0.035 -0.298
C -1.58570 -1.72078 2.79334 0.042 0.862 -0.523
H 7.67375 1.23103 -2.07769 -0.502 -0.259 0.800
H -3.94392 1.38601 -3.04680 0.023 -0.135 -0.020
C 6.82310 2.04014 -0.16774 1.995 -1.440 -4.652
Y -1.68421 -0.64013 -1.65805 2.418 1.218 0.406
C -3.12480 0.14020 2.53174 -0.491 1.313 -0.877
B 3.23724 -0.50473 0.98339 1.654 2.093 -1.069
H -0.96700 -2.35666 3.40998 0.039 0.103 -0.095
C 5.85769 0.14536 -1.35797 1.956 0.744 0.342
C -5.94188 1.94802 -0.34290 0.047 0.300 -1.210
N -3.60073 0.69161 -1.07870 -0.212 0.746 -1.710
Br -7.57310 2.68072 0.17690 -0.117 0.135 -0.083
C 0.23267 -5.37471 -2.83563 5.337 1.948 -3.461



[4]
37
Properties=species:S:1:pos:R:3:forces:R:3 method="wB97M-V/def2-TZVPD" total_charge=0 e_lumo_ev=0.5 spin_multiplicity=1 e_tot_ha=-1607.91498 de_lowest_kj_mol=3.61 max_force_ev_per_a=0.60 orbital_gap_ev=9.2760
H 4.87843 3.86982 0.93616 0.001 -0.056 0.097
H 4.41349 1.41907 -1.40825 -0.068 0.052 0.058
H -4.53809 -2.93387 0.12386 -0.090 -0.056 -0.005
H -1.47093 0.93107 0.06440 0.090 0.056 -0.005
H -2.19978 -3.20220 0.86397 0.022 -0.120 0.031
C -4.30526 -0.85077 -0.31390 0.237 0.032 0.046
H 4.45147 -0.01599 0.71227 -0.075 0.073 0.004
C -3.45133 0.23953 -0.33252 -0.176 -0.074 -0.046
Cl -5.94240 -0.66452 -0.83963 -0.200 0.021 -0.061
H 3.27945 0.73201 2.66638 -0.009 -0.030 -0.004
C 0.57972 -0.77657 -1.66712 -0.161 -0.232 0.456
S 0.72244 -2.08810 -0.40948 -0.051 -0.041 -0.025
C 3.56505 1.33583 -0.72323 0.335 0.133 0.298
O 0.75008 1.48097 -0.87043 -0.223 0.388 0.170
C 4.77449 3.02523 1.62770 0.060 0.374 0.202
O 5.21844 1.83321 0.99515 0.103 -0.095 -0.113
H 2.64336 3.42302 1.43624 -0.026 0.026 0.029
C -0.26133 -1.32555 0.94197 0.384 -0.088 -0.442
H 3.04860 -0.59540 -1.38745 -0.149 0.054 0.027
C 3.30943 2.81458 2.04679 0.087 -0.011 -0.104
N 2.66208 0.31687 -1.19776 0.400 -0.004 -0.024
H -3.80405 1.19891 -0.67651 -0.071 0.076 -0.033
C -3.86360 -2.09230 0.11783 -0.051 0.005 -0.016
C -2.55459 -2.23642 0.53538 0.003 0.160 -0.006
H 2.05622 1.12658 1.44260 -0.087 -0.047 0.009
H 0.20862 -0.37540 1.19164 -0.071 -0.004 0.160
H 3.01376 2.27794 -0.71678 0.096 -0.013 -0.057
C 4.10444 1.02369 0.69031 -0.363 -0.211 -0.250
C 3.07042 1.32709 1.77734 0.210 -0.105 -0.058
H 3.14778 3.07272 3.09081 -0.046 0.043 -0.001
C 1.32292 0.46412 -1.20666 -0.064 -0.500 -0.329
H 5.43178 3.19767 2.48496 -0.062 0.045 -0.084
H 1.01466 -1.18760 -2.57655 -0.030 0.003 -0.043
C -1.68397 -1.15172 0.53170 -0.138 0.101 0.032
H -0.15660 -2.02175 1.77265 0.030 0.057 0.053
C -2.14230 0.08469 0.08829 0.008 -0.110 0.142
H -0.47664 -0.55593 -1.82024 0.143 0.102 -0.108